Record 1
{
  "formula": "C8H13NO4PS",
  "method": "the ωB97M-V functional and the def2-TZVPD basis",
  "e_homo_ev": -3.504,
  "homo_lumo_gap_ev": 5.12,
  "charge": -1,
  "relative_energy_ev": 2.777,
  "species": ["S", "P", "O", "O", "O", "O", "N", "C", "C", "C", "C", "C", "C", "C", "C", "H", "H", "H", "H", "H", "H", "H", "H", "H", "H", "H", "H", "H"],
  "coordinates": [[-3.487, 1.795, -0.151], [3.600, 0.197, 0.062], [4.263, 1.399, -0.475], [4.198, -0.955, 0.777], [-2.683, -2.587, 0.568], [2.492, -0.207, -1.076], [-1.841, -0.472, 0.131], [-0.754, -0.253, 0.984], [-2.655, 0.390, -0.809], [2.007, -1.508, -1.292], [-0.065, 1.975, 0.200], [-2.740, -1.505, 0.079], [1.408, 0.584, 1.831], [-3.455, -0.798, -1.051], [0.164, 0.753, 0.998], [-1.982, 0.880, -1.521], [1.333, -0.312, 2.404], [-4.554, -0.583, -0.795], [1.583, 1.517, 2.465], [0.069, 2.922, 0.759], [2.778, -2.148, -1.786], [-1.108, 2.179, 0.100], [1.054, -1.307, -1.858], [2.152, 0.593, 0.983], [-3.298, -1.365, -1.940], [1.766, -1.963, -0.346], [0.489, 1.889, -0.793], [-0.733, -1.109, 1.550]]
}

Record 2
{
  "formula": "C8H13NO4S",
  "method": "the ωB97M-V functional and the def2-TZVPD basis",
  "e_homo_ev": [-7.990, -7.989],
  "homo_lumo_gap_ev": [7.74, 7.74],
  "charge": 0,
  "relative_energy_ev": 2.273,
  "species": ["S", "O", "O", "O", "O", "N", "C", "C", "C", "C", "C", "C", "C", "C", "H", "H", "H", "H", "H", "H", "H", "H", "H", "H", "H", "H", "H"],
  "coordinates": [[-0.141, -1.579, 0.147], [0.875, -2.044, -0.842], [-0.924, 1.684, 1.780], [-1.159, 2.802, -0.173], [3.253, -0.951, 0.826], [1.514, 0.531, 0.717], [1.128, -0.430, 1.603], [-0.539, 1.974, 0.551], [2.833, 0.207, 0.184], [2.464, -1.204, 1.908], [-0.771, -0.330, -2.241], [-1.017, -0.434, -0.734], [-2.474, -0.157, -0.243], [0.688, 1.378, 0.054], [0.170, -0.734, -2.579], [-1.786, 2.006, 1.867], [-2.694, 0.901, -0.346], [-3.235, -0.582, -0.999], [2.773, -0.711, 2.795], [-1.617, -0.978, -2.639], [1.011, 1.706, -0.856], [-2.781, -0.421, 0.750], [-0.828, 0.813, -2.589], [2.262, -2.217, 2.162], [2.702, 0.201, -0.895], [3.501, 1.118, 0.497], [0.599, -0.141, 2.553]]
}

Record 3
{
  "formula": "C8H13NO6",
  "method": "the ωB97M-V functional and the def2-TZVPD basis",
  "e_homo_ev": -9.084,
  "homo_lumo_gap_ev": 9.57,
  "charge": 0,
  "relative_energy_ev": 1.464,
  "smiles": "[H]/N=C1\\[C@@]2(COC)O[C@@](O)(CO)[C@@H](O)[C@@]12O",
  "species": ["O", "O", "O", "O", "O", "O", "N", "C", "C", "C", "C", "C", "C", "C", "C", "H", "H", "H", "H", "H", "H", "H", "H", "H", "H", "H", "H", "H"],
  "coordinates": [[-2.184, -0.629, 0.765], [0.618, -0.493, 2.738], [1.206, -0.204, -0.406], [0.844, -2.479, -0.198], [2.742, -2.691, 1.939], [-1.767, 1.520, -1.904], [-0.552, 2.404, 1.267], [2.620, -1.536, 1.169], [-0.886, -0.140, 0.815], [-0.462, 1.276, 0.763], [1.269, -1.343, 0.512], [-1.940, 2.199, -3.122], [-0.624, 0.752, -1.833], [0.070, -1.024, 1.602], [-0.134, 0.405, -0.447], [3.369, -1.551, 0.382], [0.289, 1.290, -2.212], [-1.742, 1.461, -3.968], [-0.919, -0.089, -2.490], [-2.926, 2.521, -3.206], [-1.227, 2.955, -3.183], [-0.589, -1.897, 1.662], [-2.524, -0.715, 1.653], [2.309, -2.593, 2.798], [0.198, -2.126, -0.798], [2.925, -0.686, 1.832], [0.096, 0.233, 3.054], [-0.080, 3.183, 0.817]]
}

Record 4
{
  "formula": "C8H13NS",
  "method": "the ωB97M-V functional and the def2-TZVPD basis",
  "e_homo_ev": -7.220,
  "homo_lumo_gap_ev": 8.06,
  "charge": 0,
  "relative_energy_ev": 2.773,
  "species": ["S", "N", "C", "C", "C", "C", "C", "C", "C", "C", "H", "H", "H", "H", "H", "H", "H", "H", "H", "H", "H", "H", "H"],
  "coordinates": [[2.966, -0.500, 1.257], [0.315, 0.370, 0.590], [1.413, -1.045, 1.165], [0.858, -2.099, 1.726], [-0.197, 0.815, -1.773], [-0.712, 0.129, -0.488], [2.485, 1.218, 0.974], [1.205, 1.344, 0.478], [-1.076, -1.347, -0.702], [-1.993, 0.895, -0.085], [0.707, 2.296, 0.294], [-1.831, -1.617, -1.537], [-2.264, 0.407, 0.863], [0.118, 1.854, -1.531], [3.161, 2.066, 1.058], [-0.228, -2.406, 1.842], [0.720, 0.560, -2.281], [-2.801, 0.849, -0.789], [1.561, -2.840, 2.292], [-1.020, 0.845, -2.507], [-1.766, 1.891, 0.028], [-0.164, -1.809, -1.049], [-1.459, -1.876, 0.177]]
}

Record 5
{
  "formula": "C8H14",
  "method": "the ωB97M-V functional and the def2-TZVPD basis",
  "e_homo_ev": -8.357,
  "homo_lumo_gap_ev": 9.43,
  "charge": 0,
  "relative_energy_ev": 3.333,
  "smiles": "C[C@]12CCC[C@]1(C)C2",
  "species": ["C", "C", "C", "C", "C", "C", "C", "C", "H", "H", "H", "H", "H", "H", "H", "H", "H", "H", "H", "H", "H", "H"],
  "coordinates": [[1.381, 0.119, 0.446], [0.384, -0.265, 1.567], [-1.068, -0.353, 0.989], [0.456, -1.746, -0.826], [-0.704, 0.438, -0.294], [-0.498, 0.277, -1.749], [0.497, -0.230, -0.749], [-0.625, 1.925, 0.032], [1.642, 1.167, 0.433], [1.276, -1.979, -1.521], [-0.891, -0.522, -2.378], [0.398, 0.435, 2.425], [-0.449, 2.203, 1.065], [0.725, -2.296, 0.081], [2.316, -0.456, 0.503], [-1.579, 2.405, -0.215], [-1.365, -1.389, 0.809], [-0.449, -2.205, -1.235], [0.158, 2.435, -0.582], [0.665, -1.255, 1.955], [-0.453, 1.181, -2.384], [-1.819, 0.109, 1.627]]
}

Record 6
{
  "formula": "C8H14",
  "method": "the ωB97M-V functional and the def2-TZVPD basis",
  "e_homo_ev": -8.114,
  "homo_lumo_gap_ev": 9.33,
  "charge": 0,
  "relative_energy_ev": 3.595,
  "smiles": "C/C=C/C=C/CCC",
  "species": ["C", "C", "C", "C", "C", "C", "C", "C", "H", "H", "H", "H", "H", "H", "H", "H", "H", "H", "H", "H", "H", "H"],
  "coordinates": [[1.548, -0.199, -1.292], [-1.802, 0.245, 1.659], [1.782, -1.344, -2.009], [-2.757, 0.959, 2.675], [0.198, 0.803, 0.154], [-1.179, 1.268, 0.630], [3.154, -1.767, -2.299], [0.154, 0.115, -1.018], [0.811, -2.015, -2.257], [-1.159, 2.340, 0.902], [3.640, -1.218, -3.163], [2.299, 0.639, -1.204], [3.741, -1.626, -1.354], [-2.187, -0.637, 1.131], [-0.971, -0.264, 2.164], [-1.889, 1.438, -0.314], [3.174, -2.903, -2.468], [-3.807, 0.911, 2.511], [-2.410, 2.084, 2.587], [0.877, 0.987, 0.968], [-2.526, 0.420, 3.632], [-0.690, -0.237, -1.633]]
}

Record 7
{
  "formula": "C8H14BBr4O2",
  "method": "the ωB97M-V functional and the def2-TZVPD basis",
  "e_homo_ev": -3.575,
  "homo_lumo_gap_ev": 5.59,
  "charge": -1,
  "species": ["Br", "Br", "Br", "Br", "O", "O", "C", "C", "C", "C", "C", "C", "C", "C", "B", "H", "H", "H", "H", "H", "H", "H", "H", "H", "H", "H", "H", "H", "H"],
  "coordinates": [[-2.058, -0.754, 2.897], [0.491, 3.517, -2.131], [-1.793, 3.294, -4.379], [-2.584, 3.240, -1.268], [2.872, -0.811, 0.227], [1.653, 1.155, 0.600], [1.322, -3.082, 1.183], [1.526, -0.963, -0.330], [1.231, -2.511, -0.091], [0.756, 0.011, 0.699], [-0.696, 0.541, 0.298], [-1.720, -0.607, -0.110], [-1.346, 3.917, -2.597], [-2.691, -1.111, 1.056], [3.016, 0.566, 0.803], [-1.205, -1.493, -0.593], [-3.746, -0.729, 0.854], [0.866, -4.115, 1.332], [3.941, 1.113, 0.285], [-1.447, 4.999, -2.604], [1.838, -2.520, 2.015], [0.904, -3.125, -0.987], [-1.079, 1.263, 1.083], [-0.531, 1.172, -0.643], [0.860, -0.376, 1.759], [-2.401, -0.167, -0.921], [3.076, 0.423, 2.003], [1.698, -0.599, -1.396], [-2.754, -2.248, 0.957]]
}

Record 8
{
  "formula": "C8H14BN",
  "method": "the ωB97M-V functional and the def2-TZVPD basis",
  "e_homo_ev": -8.224,
  "homo_lumo_gap_ev": 8.73,
  "charge": 0,
  "relative_energy_ev": 1.978,
  "species": ["N", "C", "C", "C", "C", "C", "C", "C", "C", "B", "H", "H", "H", "H", "H", "H", "H", "H", "H", "H", "H", "H", "H", "H"],
  "coordinates": [[0.123, -1.034, 1.644], [-0.698, 0.885, -1.466], [1.549, 1.457, -2.711], [0.729, 1.081, -1.777], [1.297, -1.560, 2.219], [-1.123, -1.672, 1.912], [-1.831, 1.116, -2.517], [-1.066, 0.423, -0.199], [1.473, 0.494, -0.015], [0.127, -0.074, 0.566], [1.329, -1.066, 3.238], [-1.953, -0.917, 1.947], [-2.025, 2.239, -2.443], [1.218, -2.636, 2.387], [-1.085, -2.198, 2.915], [-1.626, 0.864, -3.595], [-1.380, -2.317, 1.037], [2.268, -0.224, -0.276], [-2.174, 0.240, -0.098], [1.254, 1.884, -3.712], [2.105, 1.371, 0.285], [2.605, 1.451, -2.507], [-2.793, 0.569, -2.148], [2.086, -1.142, 1.732]]
}

Record 9
{
  "formula": "C8H14Br2NO3S",
  "method": "the ωB97M-V functional and the def2-TZVPD basis",
  "e_homo_ev": -12.886,
  "homo_lumo_gap_ev": 10.12,
  "charge": 1,
  "smiles": "C/C(Br)=C(\\Br)[C@H]1COCC[N@@H+]1S(C)(=O)=O",
  "species": ["Br", "Br", "S", "O", "O", "O", "N", "C", "C", "C", "C", "C", "C", "C", "C", "H", "H", "H", "H", "H", "H", "H", "H", "H", "H", "H", "H", "H", "H"],
  "coordinates": [[-2.620, -0.657, -1.207], [-0.464, 3.077, 0.402], [1.263, -0.652, -1.811], [2.048, -1.797, -2.093], [0.229, -0.197, -2.661], [-0.174, -1.539, 2.490], [0.419, -1.153, -0.256], [-0.391, -0.096, 0.491], [1.177, -1.448, 2.131], [1.428, -1.819, 0.677], [2.274, 0.688, -1.281], [-1.599, 1.869, -0.530], [-1.062, -0.810, 1.666], [-1.422, 0.555, -0.382], [-2.658, 2.550, -1.329], [-1.808, -1.502, 1.267], [-0.258, -1.861, -0.569], [1.791, 1.317, -0.540], [-1.592, -0.059, 2.257], [-3.034, 1.899, -2.114], [-3.484, 2.843, -0.677], [2.423, -1.486, 0.395], [1.584, -0.454, 2.348], [3.214, 0.281, -0.918], [0.322, 0.647, 0.827], [2.438, 1.245, -2.205], [1.372, -2.887, 0.486], [-2.262, 3.456, -1.782], [1.720, -2.158, 2.751]]
}

Record 10
{
  "formula": "C8H14Br4Fe2O4",
  "method": "the ωB97M-V functional and the def2-TZVPD basis",
  "e_homo_ev": [-12.130, -12.128],
  "multiplicity": 10,
  "homo_lumo_gap_ev": [5.36, 4.81],
  "charge": 1,
  "species": ["Br", "Br", "Br", "Br", "Fe", "Fe", "O", "O", "O", "O", "C", "C", "C", "C", "C", "C", "C", "C", "H", "H", "H", "H", "H", "H", "H", "H", "H", "H", "H", "H", "H", "H"],
  "coordinates": [[-1.393, -3.535, -3.292], [2.678, 1.191, -1.512], [-1.054, -0.210, -4.274], [4.497, -0.003, 1.262], [-2.101, -1.588, 3.475], [-2.430, -2.958, 0.706], [-0.570, -0.927, 2.319], [-0.860, -2.828, 2.215], [-0.714, -1.936, 0.501], [-2.025, 3.999, 0.563], [1.859, 0.113, -0.035], [2.489, 0.526, 1.276], [-1.484, 2.910, 0.849], [-0.249, -1.935, 1.660], [-0.023, -1.020, -2.792], [0.313, -2.475, -3.034], [-0.144, 2.777, 1.553], [-2.043, 1.601, 0.243], [0.777, 0.241, 0.001], [-3.118, 1.707, 0.097], [2.034, 0.069, 2.154], [1.005, -2.572, -3.871], [-0.613, -0.861, -1.890], [2.428, 1.607, 1.405], [0.655, 3.086, 0.879], [1.951, -0.965, -0.161], [-0.080, 1.789, 2.009], [0.015, 3.529, 2.327], [-1.938, 0.705, 0.855], [0.949, -0.549, -2.643], [-1.584, 1.375, -0.720], [0.772, -2.862, -2.124]]
}